Entry from the Open Molecules 2025 dataset: a cluster of 2 separate species, C21H14F4N in total at a distorted geometry (ωB97M-V/def2-TZVPD).

Energy = -1262.51653 a.u.
Gap between HOMO and LUMO = 5.15 eV
Maximum force = 1.91 eV/Å
ΔE to the lowest compared entry with this formula, charge and spin = 0.0 kcal/mol
Charge = +1

Structure (XYZ):
```
40
C21H14F4N (ωB97M-V/def2-TZVPD)
F -3.050 3.076 -2.813
C -2.795 1.723 -2.776
C -3.883 0.850 -2.770
C -3.577 -0.515 -2.746
F -4.621 -1.412 -2.757
C -2.284 -0.996 -2.723
C -1.174 -0.092 -2.729
C 0.112 -0.675 -2.703
C 1.400 -0.094 -2.723
C 2.508 -1.000 -2.736
C 3.802 -0.522 -2.764
F 4.844 -1.420 -2.782
C 4.110 0.843 -2.781
C 3.024 1.718 -2.764
F 3.281 3.071 -2.798
C 1.702 1.301 -2.725
C -1.473 1.303 -2.761
H -4.906 1.211 -2.790
H -2.084 -2.067 -2.694
H 0.112 -1.771 -2.737
H 2.306 -2.071 -2.715
H 5.134 1.202 -2.808
H 0.918 2.045 -2.689
H -0.687 2.046 -2.774
C -0.748 -1.959 5.786
C 0.584 -1.880 5.354
C 0.960 -0.908 4.425
C 0.002 -0.022 3.927
C 0.402 1.011 2.912
N 0.270 0.528 1.564
C 0.130 0.046 0.499
C -1.326 -0.092 4.354
C -1.702 -1.064 5.283
H -1.041 -2.718 6.516
H 1.328 -2.575 5.745
H 1.990 -0.829 4.071
H -0.225 1.907 3.005
H 1.449 1.309 3.056
H -2.053 0.614 3.946
H -2.738 -1.123 5.619
```

So, what does the Löwdin scheme give us? The charges, in e, come out as: number 1, F, carries 0.071; number 2, C, carries -0.192; number 3, C, carries 0.143; number 4, C, carries -0.196; number 5, F, carries 0.072; number 6, C, carries 0.090; number 7, C, carries -0.179; number 8, C, carries 0.106; number 9, C, carries -0.180; number 10, C, carries 0.089; number 11, C, carries -0.197; number 12, F, carries 0.072; number 13, C, carries 0.142; number 14, C, carries -0.192; number 15, F, carries 0.071; number 16, C, carries 0.089; number 17, C, carries 0.090; number 18, H, carries 0.154; number 19, H, carries 0.144; number 20, H, carries 0.142; number 21, H, carries 0.144; number 22, H, carries 0.154; number 23, H, carries 0.106; number 24, H, carries 0.106; number 25, C, carries -0.073; number 26, C, carries -0.071; number 27, C, carries -0.042; number 28, C, carries -0.244; number 29, C, carries -0.166; number 30, N, carries -0.034; number 31, C, carries 0.073; number 32, C, carries -0.042; number 33, C, carries -0.071; number 34, H, carries 0.109; number 35, H, carries 0.108; number 36, H, carries 0.116; number 37, H, carries 0.130; number 38, H, carries 0.130; number 39, H, carries 0.116; number 40, H, carries 0.108

---

Entry from the Open Molecules 2025 dataset: a structure of composition C21H14N2O2PReSe (ωB97M-V/def2-TZVPD).

Energy = -3889.43462 a.u.
Gap between HOMO and LUMO (spin up / spin down) = 6.84 / 6.61 eV
<S²> = 3.8066
Maximum force = 0.28 eV/Å
ΔE to the lowest compared entry with this formula, charge and spin = 0.0 kcal/mol
Charge = +1
Spin multiplicity = 4

Structure (XYZ):
```
42
C21H14N2O2PReSe (ωB97M-V/def2-TZVPD)
Re -0.290 -0.160 0.527
O -0.053 -3.221 3.256
C 0.231 -2.682 2.238
O -0.432 -1.546 1.837
C 1.251 -3.208 1.268
C 1.395 -4.586 1.214
C 2.305 -5.162 0.338
C 3.098 -4.364 -0.470
C 2.991 -2.981 -0.402
C 2.066 -2.397 0.457
P 2.042 -0.601 0.674
C 2.728 -0.253 2.295
C 2.294 0.828 3.063
C 2.884 1.067 4.295
C 3.896 0.239 4.756
C 4.331 -0.835 3.989
C 3.747 -1.089 2.761
C 2.960 0.223 -0.617
C 3.977 1.110 -0.272
C 4.645 1.799 -1.273
C 4.295 1.607 -2.601
C 3.273 0.728 -2.944
C 2.597 0.040 -1.955
H 0.781 -5.197 1.861
H 2.396 -6.239 0.292
H 3.813 -4.814 -1.145
H 3.640 -2.358 -1.002
H 1.519 1.491 2.706
H 2.545 1.901 4.894
H 4.346 0.428 5.721
H 5.119 -1.480 4.352
H 4.081 -1.936 2.175
H 4.246 1.261 0.765
H 5.437 2.488 -1.013
H 4.818 2.149 -3.378
H 3.001 0.587 -3.981
H 1.791 -0.635 -2.220
N 0.255 2.926 0.952
C 0.003 1.814 0.747
Se -1.401 0.552 -4.091
C -1.035 0.285 -2.455
N -0.761 0.099 -1.299
```

So, what does the Löwdin scheme give us? The charges, in e, come out as: number 1, Re, carries 1.433; number 2, O, carries 0.185; number 3, C, carries -0.502; number 4, O, carries -0.271; number 5, C, carries -0.143; number 6, C, carries 0.016; number 7, C, carries -0.024; number 8, C, carries -0.036; number 9, C, carries -0.059; number 10, C, carries -0.298; number 11, P, carries 1.005; number 12, C, carries -0.354; number 13, C, carries -0.073; number 14, C, carries -0.044; number 15, C, carries -0.042; number 16, C, carries -0.047; number 17, C, carries -0.064; number 18, C, carries -0.357; number 19, C, carries -0.055; number 20, C, carries -0.045; number 21, C, carries -0.041; number 22, C, carries -0.049; number 23, C, carries -0.103; number 24, H, carries 0.135; number 25, H, carries 0.122; number 26, H, carries 0.120; number 27, H, carries 0.112; number 28, H, carries 0.068; number 29, H, carries 0.119; number 30, H, carries 0.118; number 31, H, carries 0.117; number 32, H, carries 0.114; number 33, H, carries 0.112; number 34, H, carries 0.118; number 35, H, carries 0.118; number 36, H, carries 0.117; number 37, H, carries 0.099; number 38, N, carries 0.078; number 39, C, carries -0.437; number 40, Se, carries 0.845; number 41, C, carries -0.892; number 42, N, carries -0.214

---

Entry from the Open Molecules 2025 dataset: a structure of composition C21H15Br2NO3 at a distorted geometry (ωB97M-V/def2-TZVPD).

Energy = -6237.54334 a.u.
Gap between HOMO and LUMO = 6.20 eV
Maximum force = 2.86 eV/Å
ΔE to the lowest compared entry with this formula, charge and spin = 0.0 kcal/mol
Charge = 0

Structure (XYZ):
```
42
C21H15Br2NO3 (ωB97M-V/def2-TZVPD)
Br -3.152 -6.152 -2.899
C -2.274 -4.579 -2.325
C -0.871 -4.527 -2.292
C -0.229 -3.389 -1.807
C -0.972 -2.257 -1.390
C -0.275 -0.995 -0.995
C -1.059 0.201 -0.938
C -0.475 1.452 -0.788
C -1.227 2.671 -0.641
C -0.547 3.920 -0.566
C -1.233 5.103 -0.303
C -2.626 5.067 -0.118
Br -3.538 6.671 0.264
C -3.337 3.865 -0.244
C -2.647 2.677 -0.510
C -2.389 -2.359 -1.382
C -3.037 -3.496 -1.862
H -0.286 -5.378 -2.630
H 0.860 -3.326 -1.762
H 0.783 -0.898 -1.282
H -2.136 0.112 -1.084
H 0.609 1.524 -0.806
H 0.544 3.921 -0.666
H -0.687 6.034 -0.198
H -4.413 3.845 -0.095
H -3.200 1.734 -0.546
H -3.011 -1.537 -1.006
H -4.126 -3.549 -1.860
O 3.624 -2.400 4.737
N 4.034 -1.360 4.186
O 4.979 -0.654 4.633
C 3.463 -0.840 2.948
C 4.103 0.325 2.459
C 3.691 0.870 1.229
C 2.644 0.289 0.511
C 1.863 -0.808 1.064
O 0.716 -1.231 0.608
C 2.396 -1.426 2.267
H 4.927 0.760 3.035
H 4.216 1.768 0.868
H 2.367 0.695 -0.455
H 1.929 -2.341 2.638
```

So, what does the Löwdin scheme give us? The charges, in e, come out as: number 1, Br, carries 0.756; number 2, C, carries -0.678; number 3, C, carries -0.106; number 4, C, carries -0.001; number 5, C, carries -0.164; number 6, C, carries -0.033; number 7, C, carries -0.040; number 8, C, carries 0.019; number 9, C, carries -0.207; number 10, C, carries -0.015; number 11, C, carries -0.116; number 12, C, carries -0.690; number 13, Br, carries 0.757; number 14, C, carries -0.110; number 15, C, carries -0.007; number 16, C, carries -0.013; number 17, C, carries -0.112; number 18, H, carries 0.105; number 19, H, carries 0.127; number 20, H, carries 0.133; number 21, H, carries 0.084; number 22, H, carries 0.096; number 23, H, carries 0.121; number 24, H, carries 0.103; number 25, H, carries 0.104; number 26, H, carries 0.109; number 27, H, carries 0.111; number 28, H, carries 0.106; number 29, O, carries 0.063; number 30, N, carries -0.306; number 31, O, carries 0.020; number 32, C, carries -0.163; number 33, C, carries -0.035; number 34, C, carries -0.084; number 35, C, carries -0.028; number 36, C, carries -0.326; number 37, O, carries -0.072; number 38, C, carries 0.074; number 39, H, carries 0.111; number 40, H, carries 0.109; number 41, H, carries 0.078; number 42, H, carries 0.122

---

Entry from the Open Molecules 2025 dataset: the molecule C21H15BrN2O5 at a distorted geometry (ωB97M-V/def2-TZVPD).

Energy = -3868.90360 a.u.
Gap between HOMO and LUMO = 7.88 eV
Maximum force = 1.29 eV/Å
ΔE to the lowest compared entry with this formula, charge and spin = 23.1 kcal/mol
Charge = 0
SMILES string = O=C(COc1cccc(NC(=O)c2cccc([N+](=O)[O-])c2)c1)c1ccc(Br)cc1

Structure (XYZ):
```
44
C21H15BrN2O5 (ωB97M-V/def2-TZVPD)
O 4.626 -1.359 -1.943
C 4.145 -0.797 -0.995
C 4.586 0.631 -0.640
O 4.443 1.043 0.695
C 3.219 1.331 1.224
C 3.210 1.585 2.596
C 2.013 1.804 3.247
C 0.817 1.751 2.556
C 0.826 1.522 1.183
N -0.409 1.416 0.533
C -0.665 1.111 -0.768
O 0.171 0.991 -1.638
C -2.125 0.925 -1.056
C -2.979 0.263 -0.176
C -4.310 0.062 -0.508
C -4.807 0.526 -1.712
C -3.948 1.178 -2.589
N -4.461 1.664 -3.851
O -3.710 2.304 -4.552
O -5.612 1.402 -4.123
C -2.610 1.369 -2.279
C 2.029 1.350 0.509
C 3.018 -1.341 -0.190
C 1.815 -1.575 -0.854
C 0.671 -1.865 -0.137
C 0.750 -1.941 1.242
Br -0.849 -2.164 2.245
C 1.956 -1.820 1.911
C 3.095 -1.519 1.187
H 5.654 0.718 -0.858
H 4.048 1.297 -1.332
H 4.147 1.589 3.127
H 2.009 1.995 4.309
H -0.121 1.878 3.077
H -1.207 1.539 1.140
H -2.607 -0.131 0.759
H -4.959 -0.461 0.177
H -5.841 0.389 -1.989
H -1.952 1.857 -2.983
H 2.007 1.193 -0.555
H 1.767 -1.472 -1.927
H -0.271 -2.005 -0.644
H 2.001 -1.927 2.983
H 4.039 -1.406 1.698
```

So, what does the Löwdin scheme give us? The charges, in e, come out as: number 1, O, carries 0.129; number 2, C, carries -0.317; number 3, C, carries -0.089; number 4, O, carries -0.032; number 5, C, carries -0.275; number 6, C, carries -0.014; number 7, C, carries -0.073; number 8, C, carries -0.036; number 9, C, carries -0.210; number 10, N, carries 0.155; number 11, C, carries -0.424; number 12, O, carries 0.085; number 13, C, carries -0.113; number 14, C, carries -0.021; number 15, C, carries -0.045; number 16, C, carries 0.014; number 17, C, carries -0.132; number 18, N, carries -0.362; number 19, O, carries 0.094; number 20, O, carries 0.086; number 21, C, carries 0.078; number 22, C, carries 0.046; number 23, C, carries -0.158; number 24, C, carries -0.011; number 25, C, carries -0.117; number 26, C, carries -0.667; number 27, Br, carries 0.751; number 28, C, carries -0.106; number 29, C, carries -0.022; number 30, H, carries 0.144; number 31, H, carries 0.146; number 32, H, carries 0.119; number 33, H, carries 0.108; number 34, H, carries 0.110; number 35, H, carries 0.139; number 36, H, carries 0.074; number 37, H, carries 0.112; number 38, H, carries 0.121; number 39, H, carries 0.134; number 40, H, carries 0.101; number 41, H, carries 0.131; number 42, H, carries 0.109; number 43, H, carries 0.109; number 44, H, carries 0.132